Entry from OMol25: a structure of composition C24H44F6NiO12S4 in a non-equilibrium geometry (ωB97M-V with the def2-TZVPD basis set).

Positions of all 91 atoms, in Å:
1 Ni -0.27 0.43 0.01
2 C -0.62 -2.88 -0.85
3 O 0.00 -3.69 0.16
4 O -0.53 -1.57 -0.38
5 C -0.13 -3.27 -2.33
6 F -0.69 -4.39 -2.84
7 F -0.52 -2.35 -3.18
8 F 1.22 -3.33 -2.44
9 C -0.60 -4.99 0.61
10 C 0.00 -5.12 2.02
11 H -0.17 -4.12 2.41
12 H -0.52 -5.82 2.68
13 H 1.08 -5.24 1.89
14 H -0.61 -5.93 0.05
15 H -1.68 -4.90 0.76
16 H -1.65 -3.23 -0.75
17 C -0.28 3.74 0.36
18 O 0.22 3.40 1.71
19 O -0.44 2.46 -0.25
20 C -1.56 4.67 0.40
21 F -1.35 5.69 1.25
22 F -2.11 5.14 -0.68
23 F -2.58 4.05 0.95
24 C 1.49 3.96 2.01
25 C 1.92 3.46 3.41
26 H 2.98 3.40 3.66
27 H 1.42 4.17 4.05
28 H 1.49 2.46 3.47
29 H 1.61 5.03 1.88
30 H 2.25 3.42 1.43
31 H 0.51 4.32 -0.11
32 C -2.18 2.02 -3.99
33 C -1.99 0.44 -3.97
34 C -3.19 -0.30 -3.36
35 S -3.53 0.65 -1.90
36 O -2.39 0.55 -0.97
37 O -4.96 0.60 -1.52
38 C -3.15 2.31 -2.75
39 H -2.62 2.35 -4.93
40 H -1.23 2.50 -3.80
41 H -1.09 0.08 -3.48
42 H -1.90 0.23 -5.04
43 H -2.97 -1.35 -3.22
44 H -3.99 -0.42 -4.09
45 H -2.81 2.99 -1.96
46 H -4.06 2.66 -3.24
47 C 2.48 -2.41 2.65
48 C 2.88 -2.78 1.26
49 C 3.37 -1.62 0.44
50 S 2.94 -0.08 1.26
51 O 1.62 0.41 0.96
52 O 4.07 0.80 1.05
53 C 2.99 -0.98 2.93
54 H 2.86 -3.03 3.46
55 H 1.39 -2.42 2.61
56 H 2.16 -3.35 0.68
57 H 3.58 -3.59 1.47
58 H 2.99 -1.67 -0.59
59 H 4.46 -1.58 0.41
60 H 2.42 -0.55 3.76
61 H 3.96 -1.25 3.34
62 C -3.37 -2.07 3.93
63 C -4.11 -0.64 4.06
64 C -3.19 0.47 3.43
65 S -1.43 -0.19 3.35
66 O -0.72 0.05 4.62
67 O -0.78 0.32 2.10
68 C -1.98 -1.98 3.24
69 H -4.01 -2.86 3.53
70 H -3.16 -2.56 4.88
71 H -4.13 -0.53 5.14
72 H -5.14 -0.53 3.73
73 H -3.15 1.38 4.01
74 H -3.40 0.52 2.36
75 H -1.16 -2.62 3.57
76 H -2.26 -2.17 2.20
77 C 3.49 2.55 -3.71
78 C 3.05 1.68 -4.85
79 C 1.76 0.99 -4.35
80 S 2.10 0.33 -2.63
81 O 3.10 -0.68 -2.63
82 O 0.96 0.36 -1.76
83 C 2.87 1.98 -2.26
84 H 3.30 3.63 -3.75
85 H 4.58 2.55 -3.68
86 H 3.85 0.95 -5.00
87 H 2.92 2.30 -5.74
88 H 1.24 0.32 -5.03
89 H 1.07 1.80 -4.10
90 H 3.67 1.91 -1.52
91 H 2.02 2.58 -1.95

Spin multiplicity = 3
Highest occupied orbital energy (spin up / spin down) = -8.32 / -8.25 eV
Frontier orbital gap (spin up / spin down) = 8.7170 / 8.6429 eV
E_tot = -5543.7877 Ha


Entry from OMol25: a structure of composition C24H45AsBF11IN2O6 in a non-equilibrium geometry (ωB97M-V with the def2-TZVPD basis set).

Positions of all 91 atoms, in Å:
1 C 6.94 1.54 -0.50
2 C 5.59 1.71 0.17
3 C 4.43 1.47 -0.78
4 O 3.19 1.69 -0.12
5 C 2.27 0.62 -0.22
6 C 2.70 -0.57 0.65
7 C 1.56 -1.54 0.99
8 C 1.88 -3.02 0.77
9 C 0.75 -3.88 1.32
10 C -0.48 -3.90 0.42
11 O -1.56 -3.23 1.09
12 C -2.58 -2.84 0.20
13 O 1.05 1.11 0.23
14 C 0.09 1.54 -0.76
15 C 0.77 2.51 -1.73
16 N -0.43 0.34 -1.35
17 C -0.30 -0.20 -2.49
18 C -0.48 0.49 -3.84
19 C -0.08 -1.68 -2.58
20 C -1.02 2.21 0.13
21 C -0.70 3.69 0.39
22 C -1.41 4.41 1.55
23 C -2.90 4.10 1.81
24 C -3.19 3.52 3.22
25 N -3.89 2.23 3.14
26 O -2.34 1.98 -0.42
27 C -2.68 2.40 -1.66
28 I -3.37 4.48 -1.85
29 C -3.78 1.47 -2.19
30 F -3.39 0.21 -1.98
31 F -3.89 1.65 -3.52
32 C -5.21 1.61 -1.57
33 F -5.96 2.45 -2.28
34 F -5.82 0.42 -1.60
35 F -5.16 2.01 -0.31
36 B -1.01 1.35 1.52
37 O -1.67 0.16 1.61
38 O -0.40 1.91 2.61
39 C 0.23 1.08 3.57
40 H 7.73 1.96 0.13
41 H 7.18 0.49 -0.67
42 H 6.96 2.08 -1.46
43 H 5.48 2.73 0.54
44 H 5.47 1.06 1.05
45 H 4.48 0.48 -1.23
46 H 4.50 2.20 -1.61
47 H 2.22 0.28 -1.27
48 H 3.48 -1.11 0.11
49 H 3.14 -0.13 1.55
50 H 1.31 -1.44 2.04
51 H 0.67 -1.28 0.40
52 H 1.99 -3.22 -0.30
53 H 2.81 -3.27 1.29
54 H 1.09 -4.90 1.52
55 H 0.42 -3.44 2.27
56 H -0.77 -4.94 0.23
57 H -0.32 -3.40 -0.54
58 H -2.18 -2.23 -0.63
59 H -3.10 -3.70 -0.24
60 H -3.30 -2.23 0.75
61 H 1.44 3.17 -1.16
62 H 0.07 3.15 -2.26
63 H 1.40 1.99 -2.45
64 H -0.17 -0.17 -4.66
65 H 0.08 1.41 -3.94
66 H -1.54 0.71 -3.96
67 H -0.67 -2.15 -3.37
68 H -0.33 -2.17 -1.64
69 H 0.98 -1.84 -2.81
70 H 0.37 3.72 0.63
71 H -0.80 4.28 -0.52
72 H -1.29 5.49 1.37
73 H -0.86 4.22 2.47
74 H -3.34 3.40 1.11
75 H -3.47 5.04 1.73
76 H -2.24 3.36 3.74
77 H -3.78 4.23 3.81
78 H -4.82 2.26 3.52
79 H -3.37 1.48 3.59
80 H -1.87 2.35 -2.39
81 H -1.22 -0.62 1.25
82 H 1.19 0.73 3.17
83 H 0.43 1.69 4.45
84 H -0.40 0.24 3.85
85 F 0.15 -7.92 1.04
86 As 1.03 -8.22 -0.44
87 F -0.24 -9.27 -0.99
88 F 1.84 -9.57 0.30
89 F 1.90 -8.49 -1.92
90 F 2.29 -7.15 0.11
91 F 0.22 -6.85 -1.17

Highest occupied orbital energy = -7.27 eV
Frontier orbital gap = 8.8501 eV
Total charge = -1
E_tot = -5159.5373 Ha


Entry from OMol25: a cluster of 8 separate species, C24H45BF9N10O17 in total in a non-equilibrium geometry (ωB97M-V with the def2-TZVPD basis set).

Positions of all 106 atoms, in Å:
1 C -5.23 -5.62 2.76
2 C -4.31 -4.77 1.83
3 O -5.02 -3.66 1.20
4 C -4.23 -2.99 0.28
5 O -3.95 -3.56 -0.74
6 C -3.78 -1.54 0.61
7 C -3.44 -0.71 -0.71
8 C -1.88 -0.73 -0.93
9 N -1.23 0.58 -0.65
10 C -1.72 1.66 -0.01
11 N -0.88 2.73 0.06
12 C 0.29 2.31 -0.61
13 C 1.50 3.26 -0.77
14 C 1.36 4.52 0.17
15 C 2.56 5.50 0.15
16 F 2.54 6.25 -1.01
17 F 2.34 6.41 1.19
18 C 3.98 4.84 0.45
19 F 3.75 3.72 1.22
20 F 4.67 5.74 1.25
21 C 4.87 4.60 -0.82
22 F 5.32 5.84 -1.22
23 F 4.20 4.08 -1.89
24 C 6.17 3.73 -0.58
25 F 6.71 3.49 -1.85
26 F 7.08 4.48 0.07
27 F 5.95 2.51 -0.03
28 C 0.10 0.96 -1.03
29 B 1.19 0.07 -1.78
30 O 1.01 -1.34 -1.89
31 N 2.39 0.74 -2.33
32 C 3.55 -0.01 -1.72
33 C 2.32 0.53 -3.82
34 H -4.66 -6.42 3.29
35 H -6.10 -6.07 2.21
36 H -5.66 -4.96 3.56
37 H -3.45 -4.35 2.40
38 H -3.93 -5.43 1.01
39 H -2.82 -1.62 1.19
40 H -4.54 -0.97 1.21
41 H -3.93 -1.26 -1.56
42 H -3.88 0.31 -0.71
43 H -1.73 -0.89 -2.04
44 H -1.34 -1.58 -0.43
45 H -2.75 1.60 0.39
46 H -1.12 3.61 0.52
47 H 2.49 2.75 -0.68
48 H 1.46 3.65 -1.83
49 H 1.19 4.15 1.22
50 H 0.44 5.11 -0.11
51 H 0.76 -1.65 -0.99
52 H 3.32 -0.24 -0.64
53 H 4.48 0.60 -1.81
54 H 3.63 -1.02 -2.22
55 H 1.39 -0.03 -4.05
56 H 2.25 1.53 -4.30
57 H 3.20 -0.07 -4.14
58 C 4.81 5.73 4.17
59 N 5.17 4.76 5.25
60 O 6.31 4.78 5.66
61 O 4.27 4.03 5.64
62 H 5.69 6.31 3.92
63 H 4.48 5.15 3.32
64 H 4.02 6.37 4.55
65 C -4.93 -9.78 1.89
66 N -3.76 -8.86 1.94
67 O -3.85 -7.81 1.32
68 O -2.81 -9.21 2.60
69 H -5.70 -9.33 1.27
70 H -4.59 -10.72 1.47
71 H -5.29 -9.91 2.91
72 C -1.36 2.74 -6.06
73 N -0.98 1.79 -4.98
74 O 0.17 1.83 -4.57
75 O -1.84 1.03 -4.58
76 H -0.50 3.35 -6.31
77 H -1.69 2.16 -6.91
78 H -2.17 3.36 -5.67
79 C -7.05 -6.60 -1.25
80 N -6.80 -8.07 -1.31
81 O -5.98 -8.46 -2.11
82 O -7.45 -8.76 -0.55
83 H -6.41 -6.11 -1.98
84 H -8.10 -6.44 -1.49
85 H -6.81 -6.27 -0.24
86 C -5.17 4.58 2.14
87 N -4.14 3.72 1.50
88 O -3.01 3.75 1.96
89 O -4.49 3.04 0.56
90 H -4.71 5.12 2.96
91 H -5.55 5.26 1.38
92 H -5.96 3.92 2.51
93 C 9.33 1.57 -1.07
94 N 10.35 0.70 -1.72
95 O 11.48 0.74 -1.27
96 O 9.97 0.01 -2.65
97 H 9.80 2.12 -0.26
98 H 8.94 2.24 -1.83
99 H 8.54 0.91 -0.69
100 C 0.58 -1.98 3.34
101 N -0.44 -2.38 2.33
102 O -0.31 -1.96 1.19
103 O -1.34 -3.09 2.72
104 H 1.32 -1.35 2.85
105 H 0.07 -1.45 4.13
106 H 1.05 -2.89 3.71

Highest occupied orbital energy = -11.44 eV
Frontier orbital gap = 8.1801 eV
Total charge = +1
E_tot = -3690.9330 Ha


Entry from OMol25: a cluster of 2 separate species, C24H45BFN2O11P2 in total in a non-equilibrium geometry (ωB97M-V with the def2-TZVPD basis set).

Positions of all 86 atoms, in Å:
1 C 8.71 -1.46 -1.08
2 C 7.59 -2.61 -1.42
3 O 6.24 -2.11 -1.73
4 B 5.60 -1.46 -0.56
5 O 6.09 -1.72 0.84
6 C 4.34 -0.37 -0.66
7 C 3.73 -0.19 -2.17
8 P 4.90 0.50 -3.50
9 O 4.81 -0.47 -4.78
10 O 6.58 0.61 -3.09
11 O 4.20 2.03 -4.07
12 O 2.40 0.45 -2.10
13 C 2.39 1.66 -1.27
14 C 0.76 2.00 -1.06
15 C -0.17 0.62 -1.18
16 C -1.66 1.08 -0.56
17 C -2.87 0.04 -0.93
18 N -3.43 -0.53 0.37
19 C -4.10 -1.87 0.13
20 C -4.37 0.44 1.06
21 C -5.79 1.01 0.48
22 O -4.00 0.87 2.30
23 C 3.10 1.52 0.20
24 C 3.00 2.83 1.18
25 C 2.45 4.32 0.76
26 C 2.44 5.51 1.89
27 C 2.97 5.29 3.45
28 C 3.49 3.79 3.89
29 C 3.49 2.61 2.75
30 N 4.50 0.87 0.16
31 C 5.64 1.79 -0.08
32 C 5.47 3.07 -1.07
33 F 6.46 4.10 -0.56
34 H 8.68 -0.52 -1.77
35 H 8.65 -1.22 0.08
36 H 9.78 -1.95 -1.24
37 H 7.98 -3.17 -2.40
38 H 7.57 -3.44 -0.58
39 H 6.38 -0.81 1.19
40 H 3.48 -0.98 -0.10
41 H 3.49 -1.31 -2.53
42 H 6.92 1.43 -3.56
43 H 4.96 2.42 -4.63
44 H 2.79 2.53 -1.94
45 H 0.52 2.45 -0.01
46 H 0.43 2.67 -1.97
47 H -0.26 0.23 -2.28
48 H 0.23 -0.20 -0.43
49 H -1.89 2.13 -1.04
50 H -1.63 1.22 0.61
51 H -3.75 0.61 -1.50
52 H -2.49 -0.80 -1.65
53 H -3.50 -2.69 0.74
54 H -5.20 -1.79 0.59
55 H -4.14 -2.17 -1.00
56 H -5.65 1.71 -0.45
57 H -6.52 0.13 0.13
58 H -6.38 1.61 1.31
59 H 2.43 0.70 0.77
60 H 2.08 4.52 -0.36
61 H 2.06 6.59 1.58
62 H 2.99 6.17 4.23
63 H 3.85 3.55 4.98
64 H 3.86 1.52 3.09
65 H 4.61 0.52 1.16
66 H 5.91 2.25 0.99
67 H 6.66 1.28 -0.41
68 H 5.77 2.91 -2.18
69 H 4.44 3.62 -1.05
70 C -8.29 -1.91 3.02
71 O -8.20 -2.72 1.86
72 P -9.72 -3.14 1.15
73 O -10.06 -3.94 2.42
74 O -8.96 -4.11 0.06
75 C -8.00 -5.05 0.51
76 O -11.25 -3.57 0.45
77 C -11.76 -4.88 0.66
78 H -7.34 -1.37 3.13
79 H -9.10 -1.19 2.93
80 H -8.44 -2.54 3.90
81 H -8.21 -5.40 1.53
82 H -7.00 -4.60 0.47
83 H -8.02 -5.91 -0.16
84 H -12.26 -4.92 1.63
85 H -10.97 -5.64 0.60
86 H -12.50 -5.08 -0.12

Highest occupied orbital energy = -10.76 eV
Frontier orbital gap = 6.6736 eV
Total charge = +1
E_tot = -2685.2178 Ha


Q: E_tot of number 3 (C24H45BF9N10O17)?
A: -3690.9330 Ha


Q: The highest E_tot belongs to which entry?
A: C24H45BFN2O11P2